(1)
ORCA calculation (the ωB97M-V functional and the def2-TZVPD basis) on C27H17AsF4N7O3S4Sn as an isolated structure at a distorted geometry.

Geometry as XYZ:
```
64
Properties=species:S:1:pos:R:3:mulliken_charge:R:1
Sn 9.3005 17.3053 11.5377 0.74
O 5.4701 18.9834 11.9173 -0.57
C 6.6871 18.9778 11.8567 0.19
N 7.5033 18.3441 10.9362 -0.07
C 7.0409 18.3437 9.6124 0.11
O 5.9604 18.7223 9.1361 -0.65
C 8.0131 17.5362 8.7430 0.63
C 7.7601 17.4398 7.3402 -0.77
C 8.7427 16.8188 6.5788 -0.09
C 9.7927 16.0917 7.1869 -0.65
C 9.8729 16.0818 8.5725 -0.10
N 9.0207 16.8479 9.2979 -0.10
C 7.4558 19.7058 12.9022 0.76
C 6.9105 20.9395 13.3455 -0.89
C 7.5504 21.6161 14.3674 -0.30
C 8.6877 21.0207 14.9808 -0.64
C 9.1006 19.8092 14.4990 -0.48
N 8.5650 19.1964 13.4523 0.09
H 6.8798 18.0095 7.0213 0.45
H 8.6815 16.8468 5.4545 0.35
H 10.5903 15.6337 6.5609 0.35
H 10.6279 15.5129 9.1517 0.38
H 5.9378 21.2120 12.9184 0.43
H 7.1523 22.5690 14.7104 0.41
H 9.2448 21.4487 15.8204 0.38
H 9.9448 19.2797 14.8908 0.52
S 11.6383 14.1838 15.3419 0.14
S 11.9709 14.6146 17.3029 -0.11
S 12.1600 16.5579 17.0364 -0.02
S 12.1178 16.4301 15.0719 -0.10
C 8.0397 13.3231 13.8244 -0.92
As 7.3772 15.1274 13.7661 0.58
C 5.4108 14.8903 13.7364 -1.17
C 7.6935 16.1217 15.3794 -0.51
O 8.0206 16.0426 12.4923 -0.10
H 7.2088 12.6142 13.9373 0.40
H 8.8342 13.2026 14.5352 0.27
H 8.4808 13.1441 12.8116 0.21
H 5.1180 15.1588 12.7529 0.34
H 4.9412 15.5058 14.5249 0.38
H 5.2478 13.8391 13.9768 0.43
H 8.0328 17.1007 15.0177 -0.08
H 8.5838 15.7114 15.8460 0.24
H 6.8376 16.2849 16.0173 0.39
F 9.3125 11.2892 10.7065 -0.43
C 9.7688 10.5784 11.7574 0.32
C 8.9994 9.5272 12.2392 0.08
F 8.0062 9.1284 11.4178 -0.34
C 9.2509 8.9251 13.4846 0.49
C 10.5966 8.9423 13.8830 0.21
C 11.4518 9.8502 13.3143 0.56
F 12.6232 10.0500 13.9230 -0.35
C 11.0446 10.7395 12.2904 0.71
C 11.9308 11.7367 11.7986 -0.36
C 11.4451 13.0431 11.6237 -0.17
N 11.1235 14.1654 11.4564 -0.50
C 13.1807 11.3983 11.2390 0.11
N 14.2060 11.1564 10.7345 -0.69
F 11.0086 8.0901 14.8114 -0.32
C 8.2579 8.2111 14.2517 -0.16
C 6.9604 7.9803 13.7712 0.26
N 5.9046 7.7745 13.3689 -0.71
C 8.3718 7.8896 15.6112 0.17
N 8.4566 7.5938 16.7237 -0.73
```

Values from the calculation:
Kohn-Sham gap (alpha / beta)   2.8 / 2.9 eV
HOMO (alpha / beta)   -3.19 / -3.19 eV
LUMO level (alpha / beta)   -0.34 / -0.28 eV
Largest force on an atom   0.059 Eh/bohr
Charge   -1

---

(2)
ORCA calculation (the ωB97M-V functional and the def2-TZVPD basis) on C27H19Cl3F3GeN3O6Rb as an isolated structure at a distorted geometry.

Geometry as XYZ:
```
63
Properties=species:S:1:pos:R:3:mulliken_charge:R:1
Rb 1.8727 0.3694 -0.7295 0.84
O -6.6828 0.6804 -1.4296 -0.53
C -6.1037 -0.4357 -1.9410 0.51
O -6.7751 -1.4261 -2.1026 -0.58
C -4.6043 -0.3348 -2.1792 0.61
C -3.6802 0.3152 -1.3647 -0.65
C -2.3393 0.0747 -1.5594 0.13
C -1.8063 -0.6556 -2.6394 0.50
C -2.7590 -1.2890 -3.4423 -0.49
C -4.1177 -1.1454 -3.2348 -1.02
N -0.4380 -0.8508 -2.7298 -0.11
C 0.1428 -1.5946 -3.5975 -0.48
C 1.5709 -1.5568 -3.9364 0.57
C 1.9181 -2.0015 -5.2349 -0.84
C 3.2354 -1.8767 -5.6239 -0.19
C 4.1822 -1.2816 -4.7867 -0.91
C 3.7124 -0.9060 -3.5278 0.06
N 2.4674 -1.0171 -3.0777 -0.07
H -6.2423 1.5537 -1.4842 0.35
H -4.0600 0.9616 -0.5719 0.23
H -1.6370 0.4802 -0.7972 0.12
H -2.4468 -1.9475 -4.2504 0.16
H -4.8296 -1.6548 -3.9086 0.34
H -0.4129 -2.3425 -4.2316 0.18
H 1.1515 -2.3162 -5.9580 0.29
H 3.5438 -2.2290 -6.6194 0.36
H 5.2114 -1.1806 -5.0934 0.37
H 4.4308 -0.4648 -2.8492 0.28
F 7.9905 3.9774 1.7026 -0.28
C 7.1870 3.2530 2.6037 0.76
F 6.6481 4.2052 3.5110 -0.25
F 8.0477 2.4931 3.3410 -0.23
C 6.1178 2.5454 1.9346 0.42
C 5.9845 2.6069 0.5311 -0.58
C 5.0964 1.6724 -0.1065 -0.12
N 4.3389 0.8699 0.6459 -0.26
C 4.4565 0.8501 1.9467 -0.60
C 5.2593 1.6691 2.6897 -0.56
H 6.6165 3.2091 -0.0883 0.47
H 5.0631 1.6024 -1.1860 0.33
H 3.8333 0.0981 2.4181 0.47
H 5.3783 1.5808 3.7678 0.41
O -0.3439 -0.5264 1.1468 -0.49
C -0.6357 -0.2303 2.2848 0.52
O 0.1853 0.5317 3.0460 -0.39
C -1.9054 -0.5377 2.9135 0.39
C -2.2273 -0.2465 4.2365 -0.67
C -3.4569 -0.6522 4.7474 -0.78
C -4.2972 -1.3853 3.9634 0.48
O -5.5214 -1.9231 4.2223 -0.44
C -6.0999 -2.2247 2.9869 -0.21
O -5.1552 -1.8945 1.9438 -0.48
C -4.0263 -1.4732 2.5880 0.95
C -2.8040 -1.1675 2.0409 -1.09
H -1.4569 0.0863 4.9047 0.54
H -3.7964 -0.2992 5.7304 0.40
H -7.0241 -1.6245 2.8539 0.27
H -6.2905 -3.3252 3.0265 0.25
H -2.6780 -1.2819 0.9770 0.63
Cl 1.4696 2.9378 1.3610 -0.30
Ge 0.1935 2.3937 3.0006 0.88
Cl 1.1747 3.2029 4.7017 -0.24
Cl -1.8263 3.0791 2.5132 -0.24
```

Values from the calculation:
Spin multiplicity   2
Kohn-Sham gap (alpha / beta)   2.6 / 5.6 eV
HOMO (alpha / beta)   -4.30 / -7.30 eV
LUMO level (alpha / beta)   -1.71 / -1.71 eV
Largest force on an atom   0.086 Eh/bohr
Charge   0

---

(3)
ORCA calculation (the ωB97M-V functional and the def2-TZVPD basis) on C27H20AsCl5CuNO2S2 as an isolated structure.

Geometry as XYZ:
```
59
Properties=species:S:1:pos:R:3:mulliken_charge:R:1
Cu -0.9620 -0.6792 -0.1247 0.87
Cl 0.9728 -7.4674 -0.1230 -0.18
C 0.2212 -5.9347 -0.3146 0.50
C 0.9953 -4.7833 -0.4261 -0.14
Cl 2.7105 -4.8758 -0.3663 -0.18
C 0.3718 -3.5527 -0.5809 0.55
Cl 1.3234 -2.0989 -0.6911 -0.10
C -1.0192 -3.4163 -0.6341 -0.15
O -1.6121 -2.2568 -0.7982 -0.92
C -1.7771 -4.5878 -0.5060 0.61
Cl -3.4972 -4.4340 -0.5482 -0.16
C -1.1702 -5.8280 -0.3534 -0.11
Cl -2.1399 -7.2368 -0.1997 -0.17
S -0.7776 -1.4590 2.1155 -0.31
C -2.4188 -1.8564 2.2563 0.24
N -2.8612 -2.8799 2.9553 -0.12
C -4.2854 -3.2039 2.8915 -0.58
C -4.9854 -1.9718 2.3024 -0.51
S -3.6936 -0.9655 1.5067 0.01
H -2.1932 -3.5155 3.3679 0.27
H -4.6576 -3.4298 3.8888 0.34
H -4.4140 -4.0816 2.2578 0.25
H -5.4613 -1.3697 3.0723 0.39
H -5.7255 -2.2546 1.5590 0.37
O -0.8184 1.1768 -0.0837 -0.66
As 0.6962 1.8614 -0.4767 1.05
C 1.1155 1.3729 -2.2707 0.77
C 0.0980 1.6786 -3.1758 -0.54
C 0.2565 1.3745 -4.5172 -0.80
C 1.4283 0.7756 -4.9583 -0.46
C 2.4427 0.4796 -4.0613 -0.89
C 2.2918 0.7770 -2.7143 -0.09
C 1.9060 1.3842 0.9189 0.76
C 1.4655 1.7780 2.1829 -0.57
C 2.2227 1.4719 3.3006 -0.75
C 3.4160 0.7761 3.1622 -0.48
C 3.8533 0.3837 1.9071 -0.91
C 3.1006 0.6853 0.7806 0.03
C 0.4207 3.7356 -0.4229 0.09
C -0.8311 4.2390 -0.0972 -0.20
C -1.0103 5.6163 -0.0664 -0.58
C 0.0484 6.4640 -0.3558 -0.44
C 1.2982 5.9488 -0.6795 -0.72
C 1.4890 4.5776 -0.7144 -0.41
H -0.8191 2.1473 -2.8372 0.48
H -0.5342 1.6060 -5.2176 0.42
H 1.5508 0.5401 -6.0069 0.41
H 3.3548 0.0130 -4.4074 0.45
H 3.0969 0.5347 -2.0402 0.34
H 0.5314 2.3153 2.2998 0.42
H 1.8808 1.7757 4.2807 0.42
H 4.0070 0.5388 4.0367 0.42
H 4.7805 -0.1626 1.7996 0.44
H 3.4599 0.3563 -0.1807 0.25
H -1.6494 3.5672 0.1271 0.40
H -1.9793 6.0267 0.1840 0.41
H -0.0981 7.5355 -0.3299 0.40
H 2.1209 6.6136 -0.9048 0.41
H 2.4634 4.1748 -0.9687 0.34
```

Values from the calculation:
Spin multiplicity   2
Kohn-Sham gap (alpha / beta)   8.2 / 6.2 eV
HOMO (alpha / beta)   -10.60 / -10.62 eV
LUMO level (alpha / beta)   -2.38 / -4.46 eV
Largest force on an atom   0.010 Eh/bohr
Charge   +1

---

(4)
ORCA calculation (the ωB97M-V functional and the def2-TZVPD basis) on C27H20BCl3F4GeN9O5Pd as an isolated structure at a distorted geometry.

Geometry as XYZ:
```
71
Properties=species:S:1:pos:R:3:mulliken_charge:R:1
Pd 0.0274 -0.2662 0.0716 0.97
C -1.5013 -5.5642 0.9345 -1.45
N -1.4869 -4.1119 1.0474 0.94
C -0.4520 -3.2798 0.9559 -0.27
N -0.8868 -2.0420 1.0719 0.05
C -2.2344 -2.1722 1.2184 -0.60
N -2.6335 -3.4205 1.2145 -0.99
C -1.7101 -6.0440 -0.4859 1.25
C -2.7984 -6.8450 -0.8013 -0.90
C -2.9667 -7.3238 -2.0943 -0.72
C -2.0539 -7.0035 -3.0811 -1.01
C -0.9668 -6.1891 -2.7740 0.24
C -0.7983 -5.7106 -1.4786 0.12
C -0.0057 -5.8486 -3.8165 0.42
N 0.0862 -6.3283 -5.0118 -0.50
N 1.1567 -5.6992 -5.6123 -0.54
C 1.6466 -4.8824 -4.7409 0.58
O 0.9567 -4.9255 -3.5744 -0.23
C 2.7728 -3.9674 -4.8841 -0.26
C 3.5347 -3.9772 -6.0458 -0.94
C 4.5808 -3.0779 -6.1741 -0.60
C 4.8600 -2.1737 -5.1613 -0.88
C 4.1000 -2.1587 -3.9952 1.03
C 4.4219 -1.1120 -2.9429 -1.18
N 3.6350 -1.2320 -1.7294 1.03
C 2.3304 -1.0276 -1.5813 -0.67
N 1.9949 -1.2777 -0.3255 0.29
C 3.1736 -1.6079 0.2702 -0.73
N 4.1880 -1.6182 -0.5576 -1.08
C 3.0635 -3.0671 -3.8601 -0.19
H -2.3036 -5.9212 1.5730 0.41
H -0.5510 -5.9313 1.3209 0.33
H 0.5747 -3.5813 0.8230 0.52
H -2.9043 -1.3369 1.3348 0.48
H -3.5206 -7.0985 -0.0332 0.40
H -3.8256 -7.9366 -2.3335 0.42
H -2.1721 -7.3658 -4.0939 0.54
H 0.0562 -5.0815 -1.2539 0.48
H 3.2970 -4.6836 -6.8303 0.53
H 5.1802 -3.0736 -7.0754 0.39
H 5.6729 -1.4645 -5.2780 0.47
H 4.2554 -0.1169 -3.3570 0.43
H 5.4621 -1.1886 -2.6391 0.44
H 1.6647 -0.7016 -2.3660 0.74
H 3.2659 -1.8486 1.3171 0.46
H 2.4505 -3.0891 -2.9703 0.93
O -0.7560 -1.3843 -1.7071 -0.17
C -1.8012 -0.6708 -1.7175 0.93
O -2.0059 0.2110 -0.8403 -0.58
C -2.8157 -0.8910 -2.7878 -0.06
C -3.4911 0.1914 -3.3393 -0.53
C -4.4085 -0.0094 -4.3597 -0.61
C -4.6764 -1.2901 -4.8132 -0.61
C -4.0068 -2.3565 -4.2361 -0.03
C -3.0665 -2.1782 -3.2378 -0.35
N -4.3047 -3.7216 -4.6986 1.02
O -3.7490 -4.6461 -4.1333 -0.55
O -5.0846 -3.8491 -5.6227 -0.62
H -3.2874 1.1861 -2.9622 0.51
H -4.9227 0.8361 -4.7973 0.40
H -5.3927 -1.4746 -5.6002 0.50
H -2.5445 -3.0290 -2.8210 0.69
Cl 0.8982 0.4049 2.3436 -0.28
Ge -0.4408 2.0047 1.3050 0.79
Cl -2.3092 1.4704 2.3289 -0.33
Cl 0.2643 3.8045 2.2543 -0.28
F 0.4325 1.2265 -1.8379 -0.08
B 1.3397 2.3031 -1.4575 0.19
F 1.9117 1.9052 -0.2071 -0.44
F 0.5631 3.4382 -1.2374 -0.37
F 2.3086 2.4490 -2.4209 -0.31
```

Values from the calculation:
Spin multiplicity   4
Kohn-Sham gap (alpha / beta)   8.4 / 6.0 eV
HOMO (alpha / beta)   -9.08 / -9.08 eV
LUMO level (alpha / beta)   -0.68 / -3.10 eV
Largest force on an atom   0.037 Eh/bohr
Charge   0

---

(5)
ORCA calculation (the ωB97M-V functional and the def2-TZVPD basis) on C27H20IrN6O2S2 as an isolated structure.

Geometry as XYZ:
```
58
Properties=species:S:1:pos:R:3:mulliken_charge:R:1
Ir -0.0404 0.6451 -0.4356 1.02
C 4.1862 -0.4690 -0.6450 -0.75
C 2.8390 -0.2709 -0.9637 -0.14
N 1.9078 -0.0874 -0.0405 -0.24
C 2.2446 -0.1028 1.2874 0.51
C 3.5738 -0.3059 1.6785 0.88
C 4.5491 -0.4803 0.6714 -0.51
C 3.8914 -0.3565 3.0607 -0.80
C 2.9004 -0.2297 3.9910 -1.31
C 1.5621 -0.0477 3.6039 -0.48
C 1.1956 0.0377 2.2676 0.90
N -0.0599 0.1828 1.7293 -0.34
C -1.3047 0.0950 2.2651 0.56
C -1.6764 0.1041 3.6125 -0.64
C -3.0093 -0.0545 4.0016 -1.28
C -3.9943 -0.2557 3.0701 -0.72
C -3.6762 -0.2796 1.6885 1.17
C -4.6505 -0.5270 0.6939 -0.62
C -4.2851 -0.5714 -0.6180 -0.66
C -2.9471 -0.3286 -0.9476 -0.17
N -2.0185 -0.0819 -0.0389 -0.25
C -2.3545 -0.0728 1.2872 0.69
H 4.9055 -0.6138 -1.4375 0.43
H 2.5030 -0.2692 -1.9923 0.45
H 5.5817 -0.6347 0.9595 0.46
H 4.9196 -0.5112 3.3603 0.44
H 3.1359 -0.2802 5.0449 0.43
H 0.8293 0.0256 4.3859 0.21
H -0.9504 0.2581 4.3891 0.44
H -3.2556 -0.0278 5.0538 0.42
H -5.0228 -0.3990 3.3750 0.43
H -5.6796 -0.6871 0.9905 0.46
H -4.9987 -0.7598 -1.4062 0.45
H -2.6244 -0.3289 -1.9779 0.35
N -0.7776 4.1855 -7.7351 -0.45
C -1.1760 3.9716 -6.4633 1.12
C -1.2307 5.0374 -5.5442 -0.76
C -1.6498 4.8267 -4.2556 -0.47
C -2.0213 3.5391 -3.8481 0.08
C -1.9734 2.4677 -4.7524 -0.45
C -1.5508 2.6802 -6.0381 -0.84
S -2.5637 3.2812 -2.2532 1.05
O -2.8519 4.5299 -1.6083 -0.73
O -3.4696 2.1791 -2.1818 -0.59
N -1.1756 2.6641 -1.4557 -0.31
C -0.4121 3.4501 -0.7708 0.64
S -0.4563 5.1805 -0.4820 0.13
C 0.9271 5.0273 0.4696 -0.39
C 1.3505 3.6993 0.5770 -0.50
N 0.6207 2.8344 -0.1059 -0.19
H -0.5549 5.1091 -8.0611 0.20
H -0.7789 3.4443 -8.4130 0.20
H -0.9638 6.0344 -5.8701 0.32
H -1.7273 5.6566 -3.5664 0.50
H -2.2981 1.4829 -4.4445 0.44
H -1.5284 1.8611 -6.7453 0.32
H 1.3794 5.8848 0.9443 0.42
H 2.1998 3.3659 1.1566 0.48
```

Values from the calculation:
Spin multiplicity   6
Kohn-Sham gap (alpha / beta)   6.9 / 4.8 eV
HOMO (alpha / beta)   -12.87 / -12.86 eV
LUMO level (alpha / beta)   -5.95 / -8.02 eV
Largest force on an atom   0.007 Eh/bohr
Charge   +2

---

(6)
ORCA calculation (the ωB97M-V functional and the def2-TZVPD basis) on C27H21BrCl3HgN5O4S3 as an isolated structure at a distorted geometry.

Geometry as XYZ:
```
65
Properties=species:S:1:pos:R:3:mulliken_charge:R:1
Hg -1.1094 0.6025 -2.1037 1.88
O -2.2599 2.2084 -0.6408 -0.56
N -2.6377 3.3544 -1.1493 0.19
C -3.1782 4.2560 -0.2863 -0.24
C -3.6839 5.4421 -0.7193 -0.67
C -3.6222 5.7525 -2.0839 -0.17
C -3.0279 4.8581 -2.9310 -0.84
C -2.4998 3.6286 -2.4802 0.56
S -1.7589 2.5505 -3.5654 -0.54
H -3.1558 3.9050 0.7347 0.41
H -4.1082 6.1086 0.0114 0.38
H -4.0054 6.6895 -2.4527 0.36
H -2.9419 5.0546 -3.9893 0.38
Cl 0.7948 1.5324 5.7735 -0.26
C 0.4566 0.0973 4.8516 -0.07
C 0.4429 0.1579 3.4721 -1.36
C 0.2212 -1.0033 2.7767 1.26
C 0.0304 -2.2420 3.3969 -0.78
C -0.1086 -3.5341 2.6263 0.22
C -1.3083 -3.6222 1.6862 -1.55
N -1.7628 -2.3899 1.0618 0.34
C -2.5019 -1.4117 1.6963 -0.22
C -2.6940 -0.4347 0.7707 -1.12
N -2.0910 -0.8079 -0.4063 -0.27
C -1.5497 -1.9876 -0.2136 -0.34
O 1.0968 -3.9745 2.0133 -0.47
C 1.7432 -3.1457 1.0494 0.00
C 2.6162 -2.0674 1.6274 -0.51
C 3.2215 -2.0354 2.8393 1.07
Cl 3.1225 -3.2126 4.0840 -0.19
S 4.1278 -0.5935 3.0993 -0.26
C 3.7122 -0.0093 1.5475 -0.56
C 2.9148 -0.8844 0.8776 -0.92
C 0.0303 -2.2224 4.7861 0.78
Cl -0.2375 -3.6934 5.7002 -0.29
C 0.2433 -1.0799 5.5365 -0.66
H 0.6300 1.0902 2.9636 0.10
H 0.2121 -0.9281 1.7007 0.53
H -0.2882 -4.3119 3.3697 0.82
H -2.1565 -4.0180 2.2492 0.40
H -1.0857 -4.3356 0.8827 0.42
H -2.7932 -1.5140 2.7216 0.48
H -3.1812 0.5228 0.8616 0.53
H -0.9958 -2.5582 -0.9444 0.67
H 1.0303 -2.7002 0.3533 -0.13
H 2.3701 -3.8218 0.4515 0.39
H 4.0053 0.9638 1.2142 0.52
H 2.4855 -0.6582 -0.0861 0.67
H 0.2628 -1.1274 6.6163 0.46
S 1.5519 2.5976 1.0723 -0.53
C 0.9388 1.6364 -0.0548 0.44
N 0.5803 0.8573 -0.8533 -0.90
Br 2.9692 -2.2472 -6.1229 -0.22
C 2.4276 -0.5858 -5.3963 -0.39
C 3.0494 0.5813 -5.7880 -0.02
C 2.6343 1.7628 -5.1993 -0.83
C 1.6205 1.7255 -4.2528 -0.25
N 1.0134 0.5887 -3.9097 0.05
C 1.4047 -0.5551 -4.4680 -0.15
H 3.8440 0.5609 -6.5267 0.42
H 3.1064 2.7020 -5.4571 0.36
H 1.2594 2.6221 -3.7723 0.40
H 0.8896 -1.4559 -4.1579 0.59
O -1.5394 -1.1152 -3.3887 -0.39
O -0.7774 -2.1255 -3.0753 -0.45
```

Values from the calculation:
Spin multiplicity   2
Kohn-Sham gap (alpha / beta)   6.9 / 6.4 eV
HOMO (alpha / beta)   -4.65 / -4.18 eV
LUMO level (alpha / beta)   2.25 / 2.25 eV
Largest force on an atom   0.023 Eh/bohr
Charge   -1